1.
{
  "formula": "C4H4N2O",
  "method": "the ωB97M-V functional and the def2-TZVPD basis",
  "lumo_ev": 0.78,
  "orbital_gap_ev": 8.44,
  "e_above_lowest_ev": 3.140,
  "energy_ev": -9237.34790,
  "homo_energy_ev": -7.7,
  "smiles": "N=C=C1COC=N1",
  "species": ["C", "H", "H", "H", "C", "N", "N", "H", "C", "C", "O"],
  "coordinates": [[1.6964, 0.2095, 0.2390], [-1.6070, -2.6426, 0.7406], [-0.9184, 1.1075, 0.7983], [3.2545, 1.4017, -0.1096], [0.5286, -0.4158, 0.3674], [0.0795, -1.6060, 0.8008], [2.5849, 0.9629, 0.4753], [-0.4985, 0.9123, -0.8862], [-0.6786, 0.3493, 0.0142], [-1.1719, -1.7647, 0.5648], [-1.7166, -0.6495, -0.0762]],
  "forces_ev_per_a": [[-1.809, -2.393, 0.473], [-2.564, -2.945, 0.510], [-0.260, -0.596, -0.224], [0.673, -0.256, -0.921], [0.538, 1.930, -0.594], [0.133, -3.803, 1.051], [0.921, 1.731, 1.185], [-0.773, -0.046, -0.673], [-0.752, 1.508, 0.217], [4.283, 5.515, -1.320], [-0.389, -0.645, 0.295]],
  "mulliken_charge": [0.356, 0.501, 0.206, 0.288, 0.175, -0.607, -0.440, 0.292, -0.305, -0.097, -0.370]
}

---

2.
{
  "formula": "C5H8N2",
  "method": "the ωB97M-V functional and the def2-TZVPD basis",
  "lumo_ev": 1.06,
  "orbital_gap_ev": 8.18,
  "e_above_lowest_ev": 2.127,
  "energy_ev": -8292.86964,
  "homo_energy_ev": -7.1,
  "smiles": "Cc1cc(N)c[nH]1",
  "species": ["H", "C", "N", "C", "H", "C", "C", "H", "N", "H", "H", "H", "C", "H", "H"],
  "coordinates": [[3.1186, 0.1194, 0.3081], [-0.1479, -0.8182, -0.2571], [0.5406, 1.0755, 0.6914], [0.9100, -0.1862, 0.3718], [-0.0791, -1.7932, -0.7401], [-0.8165, 1.2281, 0.4027], [-1.2462, 0.0749, -0.2057], [1.0516, 1.6257, 1.3621], [-2.5084, -0.1973, -0.7542], [-3.2193, 0.4163, -0.3819], [-1.3313, 2.1521, 0.6007], [1.6491, -0.3761, -0.9650], [2.2976, -0.5536, 0.0023], [-2.7803, -1.1578, -0.5833], [2.5615, -1.6096, 0.1482]],
  "forces_ev_per_a": [[-0.695, -0.188, -0.503], [-0.550, -0.185, 0.936], [-0.353, -0.335, 0.511], [-1.042, -0.205, 0.722], [-0.141, 0.399, 0.105], [-0.211, 0.155, -0.131], [0.016, 0.098, 0.207], [-0.060, 0.137, -0.234], [-0.198, -0.002, 0.090], [-0.051, -0.021, -0.067], [-0.027, -0.028, 0.086], [4.182, -0.444, -0.376], [-0.609, 0.067, -1.196], [-0.006, 0.124, -0.069], [-0.255, 0.428, -0.080]],
  "mulliken_charge": [0.312, -0.956, -0.053, 0.432, 0.347, -0.982, 0.843, 0.241, -0.558, 0.239, 0.382, 0.256, -1.014, 0.260, 0.250]
}

---

3.
{
  "formula": "C3H12N2O2",
  "method": "the ωB97M-V functional and the def2-TZVPD basis",
  "total_charge": 1,
  "lumo_ev": [-4.40, -8.08],
  "orbital_gap_ev": [9.05, 5.37],
  "e_above_lowest_ev": 1.786,
  "energy_ev": -10371.53987,
  "homo_energy_ev": [-13.4, -13.4],
  "multiplicity": 2,
  "species": ["H", "O", "H", "N", "H", "C", "H", "H", "H", "H", "H", "C", "H", "C", "H", "H", "H", "O", "N"],
  "coordinates": [[0.9528, 0.4570, 3.9357], [4.6466, 3.7069, 2.7063], [-2.3950, -2.7821, -0.9771], [-1.3906, -0.9502, -0.9338], [-0.6848, -2.7696, -1.5044], [-0.6254, -0.0365, -1.4343], [-0.4503, -0.1041, -2.5001], [4.0102, 4.4282, 2.6530], [-0.1191, 1.8517, -1.2430], [-2.8929, -2.8241, -3.2741], [0.2982, -0.1994, 2.7535], [-2.0640, -2.1650, -3.0514], [5.5114, 4.0927, 2.5243], [-1.6481, -2.2817, -1.5740], [-1.1989, -2.3848, -3.6618], [-2.3987, -1.1558, -3.3075], [-1.5310, -0.9109, 0.0758], [0.1845, -0.0767, 3.7025], [-0.1481, 0.9753, -0.7129]],
  "forces_ev_per_a": [[-0.048, -0.008, 0.226], [-0.057, -0.065, -0.074], [-0.033, -0.045, 0.223], [0.714, -0.757, 0.852], [0.039, -0.478, 0.213], [-0.798, 0.118, -0.578], [0.357, -0.012, -0.300], [0.217, 0.022, 0.023], [0.141, -0.006, 0.059], [0.079, -0.255, -0.089], [-0.020, -0.051, 0.124], [0.219, 0.461, 0.423], [-0.180, 0.041, 0.045], [-0.295, 0.904, -0.690], [-0.073, -0.195, -0.398], [-0.047, -0.061, 0.137], [-0.228, 0.150, -0.087], [0.120, 0.082, -0.358], [-0.108, 0.154, 0.246]],
  "mulliken_charge": [0.339, -0.652, 0.357, -0.122, 0.311, 0.127, 0.374, 0.323, 0.319, 0.317, 0.278, -1.127, 0.329, -0.248, 0.371, 0.347, 0.309, -0.618, -0.334]
}

---

4.
{
  "formula": "C26H39BF2INO10",
  "method": "the ωB97M-V functional and the def2-TZVPD basis",
  "lumo_ev": -1.89,
  "orbital_gap_ev": 7.63,
  "energy_ev": -63759.23476,
  "homo_energy_ev": -9.5,
  "smiles": "CCB(O)N1C(=O)c2c(I)c(O)c([C@H](C)F)c([C@H](C)F)c2C1=O.CCOC(C)=O.CCOC(C)=O.CCOC(C)=O",
  "species": ["H", "O", "C", "C", "H", "C", "H", "C", "H", "H", "O", "C", "C", "B", "O", "H", "C", "C", "H", "H", "H", "H", "C", "C", "H", "H", "C", "H", "C", "H", "C", "H", "H", "C", "H", "C", "H", "H", "C", "H", "H", "H", "H", "H", "I", "O", "H", "N", "H", "H", "C", "H", "O", "O", "C", "F", "H", "C", "H", "C", "C", "H", "H", "H", "O", "H", "C", "O", "H", "C", "H", "H", "C", "O", "H", "F", "H", "C", "O", "C"],
  "coordinates": [[1.6169, 5.5929, 8.6261], [0.7366, 5.3465, 6.8019], [0.9443, -6.4048, -4.8086], [2.9880, 1.3239, -1.9143], [3.4859, 3.2893, -2.7285], [-1.4616, -2.0681, 1.0632], [-3.4368, -1.5044, 5.0613], [-0.8276, 3.5112, 6.3303], [1.6712, 2.8262, 7.3099], [-1.8735, -2.6049, 4.5757], [0.0321, 2.7781, -1.9458], [2.1129, 3.6506, 7.8759], [-2.6894, -1.8549, 4.1999], [-2.5811, 0.8516, -3.1218], [4.7977, 2.7730, -1.1734], [-2.6425, 2.5704, 1.7787], [-3.5048, 2.2428, -2.9649], [5.9183, 2.1293, -3.2632], [0.3508, 3.2016, 0.6099], [6.0368, 1.0441, -3.2614], [-5.5125, 1.2362, -2.2122], [0.9705, -8.9527, -4.6380], [-0.2637, 4.8696, 6.0296], [-0.9628, -7.9492, -4.5225], [-3.3761, -2.4719, 3.4433], [-3.5231, -0.7524, -2.3836], [-0.3810, -0.4193, -2.8857], [-2.7981, 3.1457, -2.7287], [-1.0121, -2.1663, -0.5222], [2.9819, 0.8255, -0.9397], [1.1282, 4.7863, 8.0691], [3.6311, 0.7295, -2.5688], [2.4513, 3.2645, 8.8423], [-1.3693, 0.8119, 1.0908], [2.8273, 3.2989, -1.1050], [-0.0859, -9.1274, -4.8332], [-1.2622, -0.0866, 4.0626], [0.2543, 4.4920, 8.6574], [5.9585, 2.6334, -1.8498], [2.4141, -6.2151, -6.3795], [6.7481, 2.5825, -3.8162], [-1.3571, 3.8962, 0.1383], [1.9727, 1.3110, -2.3225], [-0.2997, 2.7632, 5.7359], [-0.7432, -4.0925, -1.5799], [-3.3269, -0.4120, -3.3239], [-0.5037, 4.4454, 1.7482], [-1.0549, 0.9651, -3.0087], [1.2321, -7.5098, -6.6550], [1.5545, -7.0315, -4.1518], [-0.9381, 0.6633, -0.4795], [0.7493, -5.8363, -6.8808], [-0.4559, -6.7046, -4.6586], [-1.6617, -3.4114, 1.7027], [-1.6796, -0.6331, 1.8920], [-1.0541, 2.3676, 3.2000], [-0.2270, -9.4153, -5.8767], [-0.7078, 3.5258, 1.0459], [-0.7866, 3.2417, 7.3840], [-0.5885, 1.6424, -1.7022], [3.4915, 2.7469, -1.7787], [-0.7648, -3.5641, 2.1623], [5.0119, 2.4009, -3.8011], [-4.0722, 2.3510, -4.0007], [0.3150, -1.1158, -3.7876], [-1.8881, 3.5081, 6.0561], [-4.7158, 2.0407, -1.8359], [-0.6502, 5.5035, 5.0496], [-5.2724, 3.0768, -1.6944], [1.3635, -6.4981, -6.2619], [2.9846, 3.9922, 7.3085], [-4.3018, 1.6815, -0.7897], [-2.1742, -0.5322, 3.4335], [-2.1450, -8.1112, -4.2262], [-0.3819, -9.9596, -4.1855], [-3.2745, 0.4912, 3.6123], [1.0788, -5.3743, -4.4628], [-1.4823, 2.2893, 1.7505], [7.0338, 2.8399, -1.2905], [-0.7724, -0.7717, -1.3258]],
  "forces_ev_per_a": [[-0.184, 0.033, -0.326], [-0.158, 0.515, -0.071], [0.124, -0.030, -0.236], [0.057, -0.287, -0.087], [0.091, -0.125, 0.061], [0.244, 1.585, -1.250], [2.049, -0.697, -1.758], [-0.658, -0.093, 0.403], [-0.016, 0.050, 0.136], [-1.372, 1.835, -0.671], [-3.570, -6.381, 2.774], [0.069, -0.190, -0.143], [-1.874, -0.495, -1.072], [-1.483, 0.145, 0.105], [0.335, 0.385, 0.265], [2.542, -0.823, 0.117], [-0.199, -0.830, 0.020], [0.047, 0.475, -0.616], [-2.369, 0.561, 0.956], [-0.029, 0.087, 0.000], [1.869, 1.803, 0.785], [0.015, 0.074, -0.229], [-0.540, 0.692, -1.652], [-1.871, -0.436, 0.198], [1.523, 1.308, 1.675], [0.354, 0.533, -2.102], [1.551, -2.746, -2.320], [-1.654, -1.450, -0.552], [-0.071, 4.402, 1.251], [-0.040, 0.145, -0.054], [0.101, -0.179, -0.053], [-0.102, 0.087, -0.021], [-0.040, 0.066, -0.104], [1.205, -3.402, -2.281], [0.347, -0.028, -0.010], [0.354, -0.403, 0.546], [-2.066, -0.719, -1.571], [0.029, -0.038, -0.165], [1.599, 0.064, 0.835], [-0.135, -0.018, 0.034], [-0.035, -0.261, 0.273], [1.317, -0.758, 1.753], [0.277, 0.056, 0.015], [-0.057, 0.075, 0.018], [-0.392, 1.950, 1.180], [1.713, 1.633, 2.382], [-0.807, -2.155, -1.006], [0.401, -2.812, 1.281], [0.102, 0.060, 0.091], [-0.123, -0.066, -0.098], [-0.082, -2.708, 0.363], [0.117, -0.008, 0.173], [-0.350, 0.215, 0.484], [2.473, 3.608, -0.499], [0.620, 0.200, -3.555], [-0.714, -1.051, -2.933], [0.023, 0.034, 0.083], [0.717, -0.271, -1.128], [0.216, -0.077, -0.027], [1.744, 4.744, -2.380], [-0.162, -0.188, -0.061], [-1.947, 0.149, -0.933], [-0.093, -0.211, 0.084], [1.362, 0.122, 2.021], [-4.806, 4.794, 6.127], [0.343, -0.017, -0.214], [-0.145, 0.175, -0.176], [1.001, -0.869, 1.968], [1.143, -2.261, -0.205], [-0.037, -0.113, -0.213], [-0.119, 0.037, 0.155], [-0.780, 0.779, -2.088], [0.859, 0.545, 1.491], [2.258, 0.743, -0.490], [-0.151, 0.182, -0.301], [2.270, -2.155, -1.014], [-0.305, -0.177, 0.019], [-1.043, 1.477, 0.963], [-2.219, -0.266, -0.723], [-0.660, -0.629, 4.303]],
  "mulliken_charge": [0.295, -0.350, -0.339, -0.329, 0.346, -0.165, 0.322, -0.797, 0.254, 0.269, -0.550, -0.915, -1.010, 0.280, -0.360, 0.151, -0.317, -0.836, 0.095, 0.227, 0.253, 0.319, 0.698, 0.723, 0.259, 0.341, 0.512, 0.210, -0.791, 0.293, -0.389, 0.317, 0.344, 0.164, 0.253, -0.911, 0.146, 0.363, 0.695, 0.356, 0.305, 0.277, -0.185, 0.133, 0.242, -0.511, 0.338, -0.163, 0.282, 0.349, 0.332, 0.305, -0.350, -0.511, 0.158, -0.317, 0.258, -0.857, 0.366, -0.257, -0.502, 0.352, 0.313, 0.261, -0.551, 0.302, -0.775, -0.581, 0.306, -1.009, 0.295, 0.167, 0.666, -0.582, 0.297, -0.372, 0.303, 0.694, -0.590, 0.389]
}